(1)
This record from the OMol25 dataset describes a 2-piece molecular cluster, C5H13NO2 overall. The level of theory is ωB97M-V/def2-TZVPD.

## Properties
Kohn-Sham gap   10.20 eV
LUMO level   0.9 eV
Largest force on an atom   4.22 eV/A
SMILES   CCN(C)CC=O.O
DFT total energy   -10978.6959 eV

```
21
Properties=species:S:1:pos:R:3:forces:R:3:mulliken_charge:R:1
H 2.16983 0.47846 -0.03160 -2.2 -0.9 1.2 0.288
H -0.06843 -1.19493 -3.83279 -0.6 0.8 0.1 0.294
H 0.42935 2.44888 2.28148 1.4 0.7 0.5 0.400
H -0.39948 -2.71923 0.62821 -0.2 0.5 -0.7 0.326
H 1.46193 0.96493 1.65933 0.3 -0.9 -1.9 0.184
H 1.74590 -0.60251 1.48429 0.5 -1.2 -0.7 0.382
C -0.33233 -0.71202 -0.53686 -0.6 0.9 -0.8 -0.478
O -0.57886 -2.82504 -1.40562 -0.4 -1.9 -0.8 -0.523
C -0.46676 -2.22472 -0.38995 1.0 1.5 0.9 -0.088
H 0.38511 -0.41631 -1.35617 -0.3 -0.9 0.5 0.291
H -1.28148 -0.37704 -0.98792 -0.1 -0.3 0.4 0.302
N -0.06018 0.03849 0.65269 0.0 1.8 -0.4 -0.022
C 1.38625 0.15724 0.80881 1.2 2.9 2.9 -0.873
H 0.22981 -2.44604 -3.07152 -1.0 -1.6 3.1 0.377
C -0.54216 2.10670 2.12089 -2.6 -0.2 -3.0 -1.251
H -1.30244 2.92308 2.20718 0.8 -0.5 0.0 0.332
H -0.03943 2.07688 -0.02501 0.1 0.1 -0.2 0.310
O 0.40523 -2.00752 -3.84365 1.6 0.9 -3.5 -0.628
C -0.64719 1.46918 0.64836 0.6 -0.3 0.8 -0.393
H -1.67490 1.54409 0.22703 0.5 -0.7 0.6 0.404
H -0.81975 1.31741 2.76283 -0.2 -0.8 1.1 0.366
```
Forces are in eV/Å.


(2)
This record from the OMol25 dataset describes one molecule with the formula C15H21NO2. The level of theory is ωB97M-V/def2-TZVPD.

## Properties
Kohn-Sham gap   8.77 eV
LUMO level   -0.1 eV
Largest force on an atom   4.72 eV/A
SMILES   CC(=O)[C@H]1C(C)=NC2=C(C(=O)CC(C)(C)C2)[C@@H]1C
DFT total energy   -21478.9809 eV

```
39
Properties=species:S:1:pos:R:3:forces:R:3:mulliken_charge:R:1
C -0.43710 -0.23656 0.57599 0.3 0.5 -0.7 0.060
H -1.99153 -1.69488 2.05248 -0.4 -0.5 0.9 0.448
C 1.58476 1.86629 1.30703 -0.2 -2.7 -1.7 2.226
H -2.51924 -0.49036 0.09231 1.1 -0.8 0.2 0.432
C 0.20450 -2.08363 -1.30675 0.5 2.5 -0.3 0.600
C -1.53416 -0.60316 -2.36381 2.5 -0.5 -3.1 0.715
H 0.83068 1.17969 3.17776 -0.6 -0.2 0.0 0.382
H -2.77131 -2.87891 0.84371 1.4 0.5 0.7 0.378
H 3.01748 1.45190 2.67429 0.4 1.1 -0.2 0.449
H 1.02306 -3.95671 -1.70409 0.3 -0.5 0.4 0.370
H -0.92440 -2.82896 1.20718 0.4 -1.0 0.3 0.395
H 0.72497 3.72897 0.68433 -0.4 0.6 0.3 0.403
C 0.42378 1.62533 2.26653 0.0 0.0 -1.8 -1.155
C 0.58915 -3.12368 -2.22426 1.3 -0.8 0.4 -1.644
C -1.58433 -1.13436 0.12218 -1.4 0.6 1.3 -0.741
C -2.59878 0.48410 -2.15854 2.5 -1.0 -1.1 -1.576
H 2.53194 3.16158 2.49702 0.7 1.3 0.7 0.507
H -2.39732 1.12426 -1.33364 0.2 0.5 0.7 0.337
C -1.84666 -2.29884 1.17589 -1.1 1.9 -2.0 -1.582
H -3.43208 -0.10491 -1.97023 -2.2 -0.6 0.3 0.500
C 2.79016 2.28949 1.95629 2.4 -1.5 1.8 -2.132
H -2.62119 1.02012 -3.08900 -0.4 0.3 -0.3 0.373
H 2.67806 0.72881 -0.16664 1.1 0.5 -1.6 0.596
C -0.70840 0.82567 1.56144 -0.2 -0.4 1.3 0.315
C 0.79422 -0.30920 0.01920 1.1 0.4 1.4 1.178
C 1.98554 0.54495 0.58931 -2.2 -2.2 1.0 -1.416
H 3.64538 2.35308 1.24199 -0.6 0.4 0.7 0.351
H -1.96370 -2.51249 -1.39727 -0.6 -1.1 -0.5 0.785
H 1.28507 -2.79958 -2.96044 0.8 0.6 -0.3 0.341
H -0.20558 -3.46214 -2.76217 -2.4 -1.1 -1.4 0.487
H 0.59514 2.38300 -0.47662 -0.9 0.2 0.6 0.305
O -0.86477 -0.68809 -3.44562 -2.5 0.3 4.0 -0.624
C -1.32036 -1.69446 -1.23035 2.6 2.1 -0.4 -0.107
C 1.21993 2.86562 0.29545 -1.1 0.0 -3.4 -1.785
H -0.02046 2.60464 2.40319 -0.2 0.1 0.9 0.404
N 1.18663 -1.34334 -0.85586 -2.2 -0.6 0.4 -0.675
H 2.53902 -0.21150 1.24419 -0.7 1.1 -0.3 0.334
H 1.94905 3.19157 -0.45807 0.9 0.1 1.0 0.414
O -1.85716 1.02671 1.91562 -0.1 0.2 -0.1 -0.649
```
Forces are in eV/Å.


(3)
This record from the OMol25 dataset describes C27H29F2N3PSbSe6Ti as an isolated structure. The level of theory is ωB97M-V/def2-TZVPD.

## Properties
Net charge   -2
Kohn-Sham gap   5.63 eV
LUMO level   3.9 eV
Largest force on an atom   0.48 eV/A
DFT total energy   -469400.5113 eV

```
70
Properties=species:S:1:pos:R:3:forces:R:3:mulliken_charge:R:1
H -1.05757 -4.09212 -3.95341 0.0 0.0 0.0 0.480
F 2.81684 3.14749 -3.00527 0.0 0.0 0.0 -0.426
C -1.54022 1.80910 2.39576 0.0 0.0 0.0 -0.329
C -0.62369 -2.70958 -2.40449 0.0 0.0 0.0 -0.204
H -0.58271 1.81553 2.92421 0.0 0.0 0.0 0.369
H 3.75332 3.04566 -1.13385 0.0 0.0 0.0 0.670
H -3.48907 1.83053 0.36817 0.0 0.0 0.0 0.571
H -3.47913 2.78405 2.54069 0.0 0.0 0.0 0.284
F -0.68630 1.08213 -5.26343 0.0 0.0 0.0 -0.433
N -1.04942 -1.99363 -1.34548 0.0 0.0 -0.1 0.720
H 0.85006 3.27575 0.89376 0.0 0.0 0.0 0.100
H -3.45088 -4.36082 -3.18975 0.0 0.0 0.0 0.374
C 3.31704 2.50435 -0.31418 0.0 0.0 0.0 -0.695
C 0.05496 1.20484 -4.13739 0.0 0.0 0.0 0.424
C -2.33162 -2.07759 -0.95302 0.0 0.0 0.0 0.233
H -2.00791 2.70011 -2.17391 0.0 0.0 0.0 0.165
Se -2.83435 -0.96265 0.46025 0.0 0.0 0.0 -0.258
C -2.13341 -0.14029 5.70786 0.0 0.0 0.0 -0.526
C -0.26441 0.44486 -3.03629 0.0 0.0 0.0 -0.579
C 1.83528 2.21569 -2.98925 0.0 0.0 0.0 1.421
C -2.71867 -1.07002 4.85417 0.0 0.0 0.0 -0.341
P -1.10978 1.88696 0.60461 0.0 0.1 0.0 1.515
C -2.47682 2.87257 2.96230 0.0 0.0 0.0 -1.719
H -2.12638 3.88894 2.77017 0.0 0.0 0.0 0.297
C -2.71992 2.42924 -0.12251 0.0 0.0 0.0 -0.996
H 4.65448 3.29113 1.15140 0.0 0.0 0.0 0.404
C 2.23176 1.01366 1.68180 0.0 0.0 0.0 -0.382
Se 2.08297 -2.01387 -0.62783 -0.4 0.2 0.2 -0.346
C -0.20923 4.30513 -0.68299 0.0 0.0 0.0 -1.255
H -2.67608 0.29316 6.53834 0.0 0.0 0.0 0.377
Se 0.41465 -1.85800 2.20704 0.0 0.0 0.1 -0.503
H -0.58904 4.11486 1.42166 0.0 0.0 0.0 0.653
H 1.78552 0.38480 2.44014 0.0 0.0 0.0 0.010
Se 4.93788 -3.89485 -2.44572 0.0 0.0 0.0 -0.700
H 0.40401 5.20374 -0.58323 0.0 0.0 0.0 0.421
H -3.76871 2.63683 -2.00698 0.0 0.0 0.0 0.501
C -2.82703 2.22929 -1.62967 0.0 0.0 0.0 -1.067
H 1.36527 2.66530 -5.03087 0.0 0.0 0.0 0.452
H -2.80107 1.16397 -1.85870 0.0 0.0 0.0 0.026
H -4.23424 -3.01629 -1.24495 0.0 0.0 0.0 0.396
Sb 3.77963 -1.82507 -2.85561 0.1 0.0 0.0 0.654
H -2.56416 2.75342 4.04484 0.0 0.0 0.0 0.460
C 3.81937 2.62793 0.96204 0.0 0.0 0.0 -0.743
H -0.31885 0.93362 6.10772 0.0 0.0 0.0 0.380
H -1.96455 0.81892 2.56712 0.0 0.0 0.0 -0.289
C -1.45189 -3.55625 -3.10211 0.0 0.0 0.0 -1.080
C 2.24967 1.63484 -0.55533 0.0 0.0 0.0 0.142
H -1.22311 4.62338 -0.93304 0.0 0.0 0.0 0.350
N 1.73687 0.88492 0.44222 0.1 0.1 0.0 1.422
Ti 0.22751 -0.65858 -0.13408 0.2 -0.4 0.0 -0.747
C 1.10446 2.09788 -4.15020 0.0 0.0 0.0 -1.215
C -3.21582 -2.95336 -1.60144 0.0 0.0 0.0 -0.886
H 0.40761 -2.56872 -2.70153 0.0 0.0 0.0 0.146
Se 2.21604 -1.78993 -4.69489 0.0 0.0 0.0 -0.665
H -2.39681 -2.28682 3.10880 0.0 0.0 0.0 0.529
C -2.77253 -3.68873 -2.67564 0.0 0.0 0.0 -0.171
Se 5.00192 0.21564 -2.46201 0.0 0.0 0.0 -0.633
C 3.25797 1.88069 1.98775 0.0 0.0 0.0 -0.908
N -0.08940 -0.26551 4.45722 0.0 0.0 0.0 -0.445
H -1.09717 -0.23975 -3.11635 0.0 0.0 0.0 0.459
C 0.48726 0.56412 -1.86805 0.0 -0.1 -0.1 1.359
H -3.74565 -1.38573 4.99894 0.0 0.0 0.0 0.398
H 3.61662 1.94013 3.00605 0.0 0.0 0.0 0.456
H 0.17403 3.73194 -1.52533 0.0 0.0 0.0 0.064
H -2.89066 3.47435 0.15604 0.0 0.0 0.0 0.522
C -1.97640 -1.58167 3.81024 0.0 0.0 0.0 -0.552
C -0.18120 3.50019 0.61414 0.0 0.0 0.0 -0.596
C -0.65639 -1.14579 3.62467 0.0 0.0 0.0 0.293
C 1.55913 1.47816 -1.84079 0.0 0.0 0.0 -0.555
C -0.81938 0.21561 5.46304 0.0 0.0 0.0 -0.254
```
Forces are in eV/Å.


(4)
This record from the OMol25 dataset describes an isolated ion of composition C4H5O5S and charge -1. The level of theory is ωB97M-V/def2-TZVPD.

## Properties
Net charge   -1
Kohn-Sham gap   7.93 eV
LUMO level   3.7 eV
Largest force on an atom   1.53 eV/A
SMILES   C[C@H]1C=[S@@](=O)([O-])OC(=O)O1
DFT total energy   -25302.2770 eV

```
15
Properties=species:S:1:pos:R:3:forces:R:3:mulliken_charge:R:1
C 1.59853 -1.00352 -0.93273 -0.5 0.2 0.2 -1.531
C 0.45429 -0.43599 -0.10119 0.5 -0.2 0.1 0.577
H 1.51948 -2.08682 -0.98905 0.0 -0.1 0.0 0.352
H 0.47235 -0.89614 0.90715 0.0 -0.1 -0.4 0.280
O -2.90492 -0.74757 -1.05986 -0.2 0.2 0.2 -0.649
H 1.54816 -0.59003 -1.93561 0.0 0.1 -0.1 0.375
O -1.13090 2.70844 1.36536 0.1 -0.3 -0.1 -0.664
S -0.67767 1.34969 1.21828 -0.2 0.3 -0.4 1.122
O -0.75890 -0.90029 -0.73502 0.3 -0.4 -0.1 -0.269
O -0.51842 0.61644 2.46337 -0.1 0.1 -0.4 -0.635
H 1.39100 1.45034 0.30787 0.0 0.2 -0.1 0.228
C -1.93775 -0.35450 -0.45235 -0.3 -1.0 -1.1 0.732
C 0.43779 1.06916 -0.06829 -0.4 0.0 1.1 -0.935
H 2.54661 -0.73037 -0.47815 0.1 0.0 0.1 0.387
O -2.03965 0.55114 0.49021 0.4 1.0 1.1 -0.368
```
Forces are in eV/Å.


(5)
This record from the OMol25 dataset describes C18H27N7O4RbS as an isolated structure. The level of theory is ωB97M-V/def2-TZVPD.

## Properties
Net charge   -1
Kohn-Sham gap   5.43 eV
LUMO level   1.8 eV
Largest force on an atom   1.48 eV/A
DFT total energy   -49215.9497 eV

```
58
Properties=species:S:1:pos:R:3:forces:R:3:mulliken_charge:R:1
H -5.38485 0.42880 1.37953 0.0 0.0 0.0 0.361
C -2.32740 1.97367 1.52063 -0.1 0.0 0.0 0.309
N -2.82198 2.16318 -1.59264 -0.2 0.2 0.1 -0.570
H 3.44608 0.38751 -3.74808 0.0 0.1 0.0 0.221
H -3.88648 3.08359 4.37606 0.0 0.0 0.0 0.343
O -1.18020 2.00774 0.96252 -0.3 0.5 0.8 -0.793
S -0.96876 1.80231 -3.64440 -0.2 0.0 -0.2 -0.591
H -5.71143 1.61059 3.52642 0.0 0.0 0.0 0.352
N -3.05574 0.81941 -1.44855 -0.1 0.0 0.0 -0.121
H -1.30421 -4.30637 -0.39507 0.0 0.0 0.0 0.360
C -3.38556 0.44961 -0.26105 -0.1 0.0 -0.1 -0.582
N -2.22563 3.97008 -2.78537 0.0 0.0 0.1 -0.543
H 3.89144 -0.31312 -0.84015 0.0 0.0 0.0 0.501
O -0.60106 -2.01193 -2.75464 -0.1 0.0 0.0 -0.021
H 5.73837 -0.51641 0.86290 0.0 0.0 0.0 0.451
C 3.71332 -0.14343 0.21714 0.0 0.0 0.0 -0.467
C 2.17869 0.38131 1.82574 -0.1 0.1 0.0 -0.440
H 0.85132 -2.22742 1.46994 0.0 0.0 0.0 0.130
N 2.59274 0.17953 -3.24725 0.1 -0.1 0.1 -0.299
C -3.43415 1.20457 1.00730 0.0 0.1 0.1 0.588
N 2.46152 0.17036 0.54314 -0.1 0.0 0.0 0.002
N 1.68185 -0.41084 -4.18278 0.0 0.0 -0.1 -0.672
H -2.01732 -2.46817 -4.19938 0.0 0.0 0.0 0.331
H 1.34188 -2.91145 -0.08651 0.0 0.0 0.0 0.278
H -2.67140 -1.70623 -2.71269 0.0 0.0 0.0 0.211
O -0.67376 -2.41798 0.16102 0.1 0.1 0.0 -0.137
C -3.75987 2.54339 3.44223 0.0 0.0 0.0 -0.306
C 0.54980 -2.89997 0.66930 0.0 0.0 0.0 -0.663
C 4.43636 -0.03220 2.49174 -0.2 -0.1 -0.2 0.885
H -1.06522 -4.02651 -2.77818 0.0 0.0 0.0 0.353
H 0.43213 -3.91215 1.07674 0.0 0.0 0.0 0.338
N 5.31513 0.35372 4.72838 -0.1 -0.1 0.0 -0.357
C -1.83338 -1.72505 -3.41300 0.0 0.0 0.0 -0.577
H 0.46625 -3.55822 -2.02967 0.0 0.0 0.0 0.277
H -1.40059 4.39425 -3.17495 0.0 0.0 0.0 0.196
H 4.54156 0.96956 4.90023 0.0 0.0 0.0 0.179
C -1.27734 -3.27746 -0.78279 0.0 0.0 -0.1 -0.522
H -3.74047 -0.58255 -0.20883 0.1 0.0 0.0 0.260
H -2.30470 -2.92658 -0.88669 0.0 0.0 0.0 0.275
H -1.74142 -0.72620 -3.83180 0.0 0.0 0.0 0.100
H 2.81279 0.44841 3.85587 0.0 0.0 0.0 0.287
H 6.10160 0.39666 5.35309 0.0 0.0 0.0 0.243
C -4.59419 1.06546 1.76921 0.0 0.0 0.0 -0.445
C -2.09876 2.59560 -2.58079 0.0 0.1 0.0 0.258
H 1.04030 -0.99182 -3.65605 0.0 0.0 0.0 0.371
Rb -0.31627 0.59839 -0.83790 1.0 -0.9 -0.6 0.753
C -0.58363 -3.27456 -2.13706 0.0 0.0 0.1 -0.606
H -1.77508 3.28952 3.12253 0.0 0.0 0.0 0.367
C 4.72967 -0.25756 1.15182 0.0 0.0 0.1 -0.645
H 2.23141 1.05426 -2.87628 -0.1 0.0 -0.1 0.174
H -2.61218 4.44238 -1.97972 0.0 0.0 0.0 0.250
C -4.78738 1.72302 2.97304 0.0 0.0 0.0 -0.655
O 6.62802 -0.63616 3.18759 -0.1 -0.2 0.0 -0.627
C 3.12691 0.28935 2.83285 0.1 0.0 0.0 -0.831
C -2.57975 2.66701 2.74547 0.0 0.0 0.0 -0.678
H 1.14826 0.64400 2.05399 0.0 0.0 0.0 0.459
H 1.11065 0.30682 -4.61912 0.0 0.0 0.0 0.296
C 5.55213 -0.15374 3.48495 0.3 0.4 0.1 0.391
```
Forces are in eV/Å.


(6)
This record from the OMol25 dataset describes C4H8NO2 as an isolated structure. The level of theory is ωB97M-V/def2-TZVPD.

## Properties
Net charge   -1
Kohn-Sham gap   6.93 eV
LUMO level   3.5 eV
Largest force on an atom   3.08 eV/A
DFT total energy   -9858.5724 eV

```
15
Properties=species:S:1:pos:R:3:forces:R:3:mulliken_charge:R:1
H 1.65181 -1.79933 0.83905 -0.3 -0.2 -0.6 -0.154
H 0.46753 -0.99892 -1.49944 -0.9 -0.2 0.8 0.184
H -2.03126 1.59446 1.37367 -0.4 -0.3 -0.3 0.268
C -1.25991 -0.65267 1.01038 1.1 -2.2 1.8 -0.093
N -1.72159 1.17361 0.49809 0.6 1.2 0.7 -0.695
C -0.55392 0.53991 0.57547 -0.8 0.9 -1.8 0.448
H 0.67791 1.88720 -0.56362 -0.3 0.2 0.6 0.291
H 1.57565 0.55820 0.21052 -0.1 -0.4 0.0 0.250
O 1.61701 0.27504 -2.36017 -0.7 1.0 0.2 -0.810
O -1.30642 -1.10886 2.16936 -0.1 0.8 -0.5 -0.630
H -1.73428 -1.24210 0.22882 -0.1 0.2 -0.6 0.341
C 0.50631 0.09497 -1.65734 1.4 -1.5 -1.6 -0.416
H -0.47122 0.43665 -2.09803 0.4 0.1 0.3 0.257
C 0.61815 0.86317 -0.19512 0.0 0.1 0.4 -0.393
H 1.96421 -1.62134 1.46835 0.3 0.1 0.6 0.152
```
Forces are in eV/Å.